No. 1
C38H86I2O19P4SSi | ωB97M-V with the def2-TZVPD basis set

Geometry as XYZ:
```
151
Properties=species:S:1:pos:R:3
I -2.57 -2.87 0.31
I -5.16 -1.17 -1.57
S -4.70 -1.21 3.98
P 1.18 2.49 -3.04
P 4.43 1.10 11.98
P -4.27 -6.01 -6.33
P 3.20 -0.94 -8.73
Si -0.92 0.82 6.27
O -4.32 -4.52 -5.60
O 4.55 -0.20 -9.36
O 3.99 -2.01 -7.94
O -0.90 0.47 1.50
O -2.64 -5.60 -6.73
O 2.32 0.26 -9.61
O 5.54 2.11 12.34
O 3.52 1.35 13.34
O -4.60 -5.49 -7.87
O 2.01 3.92 -2.96
O 3.60 2.14 10.99
O 0.59 2.52 -1.48
O 2.99 0.09 -7.44
O 2.40 1.59 -2.72
O -2.83 0.54 3.10
O -5.73 -6.38 -5.97
O -0.19 3.48 -3.39
O 3.19 -0.04 11.56
O -0.57 -0.29 4.95
C 5.12 -0.92 -11.59
C -3.27 5.05 2.58
C -1.93 1.09 2.07
C -0.58 3.65 -4.74
C -5.68 -6.05 -8.61
C 4.86 -1.53 10.56
C -4.52 5.55 3.57
C -6.90 -5.16 -8.51
C -4.66 -4.41 -4.23
C 4.25 2.76 9.90
C -3.42 -4.49 -3.36
C -4.71 -0.52 0.51
C -2.00 -1.87 3.42
C -3.20 -0.86 2.84
C 2.90 -0.41 -6.12
C 4.11 1.91 8.65
C -1.49 -1.44 4.94
C 5.48 -0.95 -10.11
C 0.24 2.37 6.05
C 4.14 1.72 14.56
C 1.21 -1.49 -10.93
C -2.22 2.67 1.63
C -0.56 0.08 8.03
C 1.99 1.70 0.30
C -1.80 -7.51 -5.44
C -2.73 1.51 6.27
C -0.46 2.39 -5.57
C -5.59 0.70 1.16
C 4.04 3.22 14.76
C 2.74 4.75 -5.10
C -3.16 3.41 2.77
C -3.65 -1.19 1.30
C 1.78 -0.09 -10.87
C 0.80 1.42 -0.61
C 4.25 -0.30 -5.43
C 3.15 4.12 -3.78
C -1.59 -6.09 -5.91
C 3.44 -0.98 10.54
H 4.71 1.00 8.74
H -2.36 -1.26 5.70
H -5.52 -2.19 3.41
H 5.93 -1.36 -12.19
H -2.67 -7.59 -4.78
H 2.21 0.83 0.93
H 5.30 2.96 10.11
H -1.02 -1.82 2.74
H 5.56 -1.98 -9.76
H -1.98 -8.18 -6.29
H 1.36 2.03 6.12
H -0.04 2.83 4.99
H -1.05 -0.99 8.06
H -4.26 3.01 2.82
H -0.04 3.19 6.86
H -3.11 1.46 7.40
H 2.74 -1.81 10.69
H 1.99 -2.24 -10.80
H -5.13 -3.44 -4.09
H 3.81 4.80 -3.25
H -7.76 -5.62 -9.01
H 5.04 -0.78 -6.00
H -1.63 3.97 -4.73
H -5.36 -6.12 -9.65
H 0.73 -1.67 -11.90
H -7.17 -4.96 -7.47
H -0.85 2.55 -6.58
H 3.20 -0.53 9.57
H -6.70 -4.19 -8.97
H 3.60 1.22 15.37
H 0.62 0.05 8.14
H -3.48 0.89 5.62
H 6.46 -0.47 -9.98
H 0.58 2.07 -5.67
H 2.99 3.53 14.85
H -5.54 5.66 2.97
H -3.00 -5.50 -3.38
H -0.67 -6.05 -6.51
H -1.15 3.19 1.67
H 0.97 0.63 -11.08
H -2.64 -3.81 -3.72
H -2.70 3.23 3.85
H -1.44 -5.41 -5.07
H 4.47 2.46 7.77
H -5.64 1.56 0.33
H 3.70 3.19 -3.96
H 3.07 1.62 8.48
H -0.93 -7.87 -4.89
H 3.63 5.06 -5.67
H -5.38 -5.18 -3.93
H 3.76 3.72 9.73
H 2.10 5.62 -4.94
H 2.19 4.03 -5.71
H -5.89 -7.07 -8.28
H -6.71 0.30 1.29
H 2.53 -1.44 -6.12
H 4.45 3.77 13.90
H 4.21 -1.51 -11.77
H -4.72 4.66 4.34
H -2.69 2.66 5.99
H 5.59 -0.75 10.34
H 0.93 0.49 -1.17
H 4.93 0.10 -11.93
H 0.47 -1.65 -10.14
H -5.21 1.10 2.19
H 5.17 1.37 14.60
H -0.87 -2.37 5.34
H 2.17 0.19 -5.58
H 4.58 3.53 15.66
H 4.22 -0.75 -4.43
H -3.59 5.26 1.46
H 4.54 0.75 -5.33
H -0.10 1.30 0.00
H 2.53 0.06 -11.64
H -1.01 1.56 -5.11
H -4.27 6.53 4.16
H -3.66 -4.24 -2.32
H -2.27 5.62 2.84
H 2.89 1.95 -0.27
H 1.78 2.55 0.95
H -2.39 -2.97 3.46
H -1.06 0.73 8.86
H -2.63 2.78 0.53
H -0.01 4.47 -5.18
H 5.10 -1.95 11.54
H 4.97 -2.32 9.80
```

The HOMO energy comes out at -0.32930 Eh. For the HOMO-LUMO gap, the calculation gives 7.205 eV. The electronic energy is -5577.1228 Ha. The lowest unoccupied orbital energy is -1.8 eV.



No. 2
C38H88AlF9NO18S7 | ωB97M-V with the def2-TZVPD basis set

Geometry as XYZ:
```
162
Properties=species:S:1:pos:R:3
S -9.08 4.70 1.39
S -3.88 7.07 2.77
S -8.27 -1.13 0.16
S 10.66 -6.25 9.26
S 6.36 4.29 -3.15
S 8.21 -4.14 3.17
S -6.67 -3.57 -6.09
Al -1.91 0.83 -2.17
F 3.43 4.49 -1.58
F 6.75 3.16 -4.43
F 6.18 5.45 -1.91
F 5.62 1.63 -2.98
F 7.30 5.45 -4.01
F 6.10 2.71 -0.90
F 3.50 2.23 -0.87
F 5.00 4.82 -4.03
F 7.83 3.78 -2.35
O -3.67 7.66 1.46
O -4.26 5.68 2.93
O -7.55 -0.46 -0.91
O 7.84 -5.53 3.33
O 10.86 -7.65 9.56
O -5.73 -2.90 -4.95
O -2.59 7.38 3.70
O -8.85 3.43 0.74
O 9.51 -3.83 4.11
O 8.43 -3.55 1.86
O -6.33 -3.00 -7.38
O -8.07 -2.53 0.46
O 9.07 -5.97 9.09
O -9.39 4.80 2.80
O -10.20 5.53 0.55
O -9.86 -0.85 -0.01
O -8.03 -3.62 -5.60
O 11.37 -5.58 8.19
N -2.53 0.21 -0.46
C -12.34 4.94 1.52
C 6.39 -2.15 -1.11
C -4.33 2.15 -0.70
C -8.03 -0.20 1.66
C -0.42 -0.50 -2.77
C 10.67 -4.64 3.96
C 1.99 -2.08 -3.87
C 6.25 -0.20 0.77
C -0.64 6.96 2.32
C 5.02 -1.88 -2.04
C -11.45 4.92 0.30
C 0.60 -1.98 -4.79
C -7.70 5.77 1.04
C 7.05 -3.13 4.05
C 0.56 2.73 -1.95
C -1.07 2.70 -2.16
C 10.89 -5.32 10.76
C -3.40 1.21 0.27
C 3.11 -2.83 -4.80
C -5.38 1.30 -1.66
C -10.48 -1.17 -1.24
C -6.95 -0.97 -4.13
C -0.31 -0.65 -4.40
C 2.92 2.57 -3.28
C -10.72 -2.67 -1.37
C 4.34 -3.36 -2.38
C 11.46 -4.25 2.72
C -1.43 6.57 3.55
C -5.99 -5.21 -6.01
C 4.24 -3.68 -3.98
C 8.21 -7.79 7.73
C 5.46 2.94 -2.25
C 8.44 -6.29 7.86
C 7.08 -0.77 -0.54
C 3.86 3.14 -2.02
C 1.40 3.22 -3.30
C -5.05 8.08 3.65
C -5.71 -1.48 -4.83
H -12.41 5.96 1.93
H -4.67 9.10 3.70
H 6.92 -3.54 5.06
H 10.40 -5.70 3.94
H -11.31 -2.89 -2.26
H 10.90 -4.49 1.81
H -7.95 6.78 1.36
H 7.69 -8.17 8.61
H -1.20 6.72 1.40
H 0.79 2.88 -4.25
H -9.90 -0.79 -2.09
H 1.41 4.41 -3.34
H 4.13 -4.86 -4.09
H -5.58 -1.01 -5.81
H 10.70 -4.27 10.56
H 7.18 -2.73 -1.78
H 2.87 1.38 -3.25
H -7.00 -0.34 1.98
H -13.35 4.59 1.28
H 7.61 -8.01 6.84
H -11.32 3.90 -0.08
H -1.54 3.44 -1.36
H -0.78 -1.56 -2.35
H 10.21 -5.70 11.52
H -11.94 4.30 2.31
H -7.11 -1.50 -3.18
H -5.18 7.67 4.65
H 5.25 -1.23 -2.99
H -1.39 -0.87 -4.84
H 0.13 0.36 -4.82
H -9.77 -3.21 -1.45
H -7.84 -1.13 -4.74
H 0.60 -0.28 -2.25
H -3.12 0.65 -3.19
H -1.70 5.51 3.54
H -5.03 2.78 0.03
H -2.79 1.85 1.06
H -0.05 -2.92 -4.46
H -4.94 -5.18 -6.33
H -4.16 0.56 0.93
H -6.87 0.10 -3.93
H 5.29 -3.41 -4.48
H -1.32 3.20 -3.22
H 2.52 -3.63 -5.47
H -6.56 -5.85 -6.67
H -5.37 0.15 -1.45
H 7.16 -0.01 -1.42
H 11.29 -4.47 4.84
H -11.93 5.49 -0.50
H 0.85 -2.06 -5.94
H 4.27 -1.28 -1.34
H -0.81 6.74 4.44
H 3.41 2.83 -4.33
H -11.45 -0.66 -1.26
H -4.83 -1.22 -4.23
H 9.15 -8.33 7.65
H -6.47 1.77 -1.50
H 11.93 -5.46 11.08
H 8.20 -1.03 -0.22
H 6.15 -2.83 -0.19
H -1.64 0.15 0.14
H 7.43 -2.11 4.10
H -11.24 -3.05 -0.49
H -5.99 8.06 3.11
H 11.65 -3.18 2.70
H -8.72 -0.58 2.42
H 6.10 -3.15 3.51
H 1.02 1.74 -1.53
H -3.72 2.97 -1.30
H -6.07 -5.57 -4.98
H 5.10 -4.15 -1.92
H 6.53 0.93 0.97
H -8.22 0.85 1.46
H 0.31 6.42 2.28
H -7.49 5.73 -0.03
H 9.03 -5.91 7.01
H 3.59 -2.08 -5.58
H 5.10 -0.32 0.53
H 3.33 -3.53 -1.78
H -5.11 1.57 -2.79
H 1.68 -2.65 -2.90
H 2.32 -0.96 -3.70
H 7.48 -5.78 7.84
H 12.41 -4.79 2.68
H 6.56 -0.89 1.69
H -0.44 8.03 2.30
H 0.78 3.56 -1.13
H -6.84 5.40 1.61
```

The HOMO energy comes out at -0.16734 Eh. As for the energy above the lowest of the compared OMol25 structures with the same formula, charge and spin: 12.332 eV. Its total charge is -1. For the HOMO-LUMO gap, the calculation gives 3.769 eV. The electronic energy is -6837.7826 Ha. The lowest unoccupied orbital energy is -0.8 eV.



What is the lowest unoccupied orbital energy in the first record?
-1.8 eV



Which formula does entry 2 have?
C38H88AlF9NO18S7